Entry 1:
Entry from OMol25: a structure of composition C45H43N2OP3PbS2 (ωB97M-V/def2-TZVPD).

Each line ends with the Löwdin charge.
Cartesian coordinates (Å):
Pb: 0.0734 1.0417 -0.0727  0.847
O: -0.6352 1.2773 4.2746  -0.399
S: -0.7669 0.5723 2.9959  0.804
C: -0.0175 -1.0487 3.1110  -0.368
C: -0.5309 -2.0242 3.9462  -0.023
C: 0.1366 -3.2383 4.0716  0.001
C: 1.3010 -3.4723 3.3540  -0.006
C: 1.8254 -2.4922 2.5192  -0.033
C: 1.1744 -1.2646 2.4007  -0.361
P: 1.9619 0.0787 1.5014  0.975
C: 2.4268 1.3814 2.6109  -0.407
C: 2.7139 2.6625 2.1288  -0.121
C: 3.1879 3.6265 2.9968  -0.035
C: 3.3704 3.3165 4.3432  -0.002
C: 3.0849 2.0461 4.8230  -0.009
C: 2.6107 1.0693 3.9616  -0.049
C: 3.3246 -0.5241 0.5297  -0.390
C: 3.1311 -1.5471 -0.4066  -0.120
C: 4.2162 -2.0240 -1.1201  -0.051
C: 5.4826 -1.4776 -0.9156  -0.010
C: 5.6697 -0.4542 0.0039  -0.017
C: 4.5925 0.0296 0.7334  -0.046
C: -2.4790 0.1069 2.7824  -0.368
C: -3.3046 0.2537 3.8810  -0.029
C: -4.6545 -0.0706 3.7745  0.012
C: -5.1715 -0.5177 2.5682  -0.005
C: -4.3502 -0.6212 1.4530  -0.049
C: -2.9897 -0.3096 1.5458  -0.351
P: -2.0433 -0.5393 0.0369  0.991
C: -3.0852 -0.0661 -1.3371  -0.388
C: -3.3404 -0.9240 -2.4020  -0.062
C: -4.2071 -0.5155 -3.4110  -0.031
C: -4.8015 0.7354 -3.3600  -0.014
C: -4.5543 1.5918 -2.2851  -0.042
C: -3.7029 1.1934 -1.2710  -0.125
C: -1.3950 -2.1915 -0.1139  -0.373
C: -0.5418 -2.5027 -1.1800  -0.118
C: -0.0690 -3.7955 -1.3175  -0.044
C: -0.4350 -4.7722 -0.3941  -0.012
C: -1.2747 -4.4599 0.6660  -0.025
C: -1.7592 -3.1681 0.8144  -0.053
H: -1.4343 -1.8359 4.5135  0.134
H: -0.2498 -3.9965 4.7403  0.137
H: 1.8234 -4.4139 3.4603  0.135
H: 2.7536 -2.6782 1.9958  0.118
H: 2.5883 2.8977 1.0752  0.089
H: 3.4263 4.6179 2.6359  0.124
H: 3.7400 4.0744 5.0212  0.133
H: 3.2310 1.8153 5.8693  0.134
H: 2.3858 0.0810 4.3417  0.123
H: 2.1484 -1.9872 -0.5515  0.095
H: 4.0879 -2.8358 -1.8247  0.124
H: 6.3289 -1.8624 -1.4697  0.133
H: 6.6572 -0.0437 0.1661  0.132
H: 4.7424 0.8103 1.4677  0.117
H: -2.8885 0.6290 4.8084  0.131
H: -5.2997 0.0346 4.6368  0.138
H: -6.2196 -0.7717 2.4840  0.135
H: -4.7768 -0.9434 0.5109  0.126
H: -2.8974 -1.9113 -2.4368  0.116
H: -4.4363 -1.1905 -4.2251  0.130
H: -5.4880 1.0386 -4.1397  0.133
H: -5.0718 2.5411 -2.2271  0.126
H: -3.5797 1.8099 -0.3833  0.105
H: -0.2718 -1.7503 -1.9172  0.080
H: 0.5724 -4.0519 -2.1510  0.119
H: -0.0712 -5.7847 -0.5114  0.132
H: -1.5666 -5.2274 1.3705  0.131
H: -2.4263 -2.9298 1.6329  0.116
N: -1.9703 4.2778 -1.1336  0.163
C: -1.2808 4.4951 -0.0222  -0.780
N: -1.0040 5.7194 0.3685  0.174
S: -0.7704 3.2118 1.0566  0.653
H: -2.3212 5.0485 -1.6882  0.152
H: -2.3683 3.3677 -1.3075  0.068
H: -1.4129 6.5357 -0.0707  0.156
H: -0.4496 5.8771 1.1982  0.132
C: 2.8242 1.7278 -2.3177  -0.197
P: 1.0527 1.4830 -2.5306  0.823
C: 0.3701 2.9597 -3.3032  -0.206
C: 0.7409 0.0714 -3.5677  -0.405
C: 1.7310 -0.8969 -3.7627  -0.079
C: 1.4816 -1.9665 -4.6075  -0.033
C: 0.2547 -2.0753 -5.2523  -0.010
C: -0.7324 -1.1155 -5.0539  -0.036
C: -0.4971 -0.0435 -4.2108  -0.094
H: 3.2699 1.8860 -3.3031  0.094
H: 3.2867 0.8623 -1.8424  0.032
H: 3.0030 2.6117 -1.7038  0.069
H: 0.8414 3.0628 -4.2843  0.092
H: 0.5954 3.8401 -2.7023  0.060
H: -0.7058 2.8689 -3.4405  0.047
H: 2.6990 -0.8106 -3.2861  0.094
H: 2.2545 -2.7019 -4.7886  0.129
H: 0.0731 -2.9015 -5.9273  0.133
H: -1.6761 -1.1943 -5.5767  0.125
H: -1.2722 0.7023 -4.0740  0.103

The calculation puts the energy relative to the best compared isomer or geometry (same formula, charge and spin) at 68.2 kJ/mol. Its frontier orbital gap is 6.2 eV. As for the charge: +4. As for the LUMO energy: -12.36 eV.

---

Entry 2:
Entry from OMol25: a structure of composition C45H44BrGeN6O5PtS2 (ωB97M-V/def2-TZVPD).

Each line ends with the Löwdin charge.
Cartesian coordinates (Å):
Pt: -0.5430 -0.6769 1.6426  0.987
Br: 6.7090 5.1088 2.5855  0.733
C: 6.3211 3.4851 3.4742  -0.700
C: 5.0747 3.3062 4.0573  -0.120
C: 4.7924 2.1179 4.7109  -0.007
C: 5.7539 1.0936 4.7749  -0.292
C: 7.0080 1.3068 4.1873  -0.026
C: 7.2905 2.4932 3.5378  -0.131
N: 5.5283 -0.1434 5.3517  0.049
N: 4.3739 -0.3492 5.9148  0.066
C: 3.2347 -0.7039 5.3223  -0.241
C: 2.0606 -0.7284 6.1176  -0.008
C: 0.8059 -0.8244 5.5584  -0.005
C: 0.6260 -0.9511 4.1785  -0.326
O: -0.5827 -0.9014 3.6471  -0.293
C: 1.7964 -1.1751 3.3681  -0.144
N: 1.5939 -1.5380 2.0675  0.031
C: 2.6365 -1.7319 1.2886  -0.130
C: 3.9526 -1.6002 1.7314  -0.033
C: 4.1765 -1.2568 3.0408  0.017
C: 3.0934 -1.0373 3.9079  -0.058
H: 4.3315 4.0903 3.9956  0.103
H: 3.8279 1.9700 5.1776  0.110
H: 7.7466 0.5150 4.2436  0.113
H: 8.2563 2.6533 3.0782  0.100
H: 2.1788 -0.5861 7.1871  0.116
H: -0.0839 -0.7630 6.1767  0.123
H: 2.4202 -2.0253 0.2621  0.106
H: 4.7753 -1.7723 1.0490  0.108
H: 5.1859 -1.1598 3.4113  0.104
C: -2.7924 -2.1166 -1.4017  -0.052
N: -1.6007 -2.9636 -1.2920  -0.004
C: -1.0334 -3.2835 -0.1305  -0.802
S: -1.7332 -2.9429 1.4013  0.683
N: 0.1193 -3.9566 -0.1935  -0.031
C: 0.6951 -4.5028 -1.4116  -0.057
H: -3.1078 -2.1131 -2.4445  0.080
H: -2.5760 -1.1007 -1.0797  0.058
H: -3.5900 -2.5120 -0.7821  0.071
H: -1.0107 -2.9988 -2.1098  0.111
H: 0.5425 -4.1492 0.6967  0.115
H: -0.0607 -5.0484 -1.9800  0.094
H: 1.4854 -5.1965 -1.1409  0.094
H: 1.1255 -3.7328 -2.0555  0.069
C: -2.3261 1.5075 3.8730  -0.236
Ge: -2.1762 1.0832 1.9835  0.867
C: -3.9895 0.7245 1.3263  -0.311
C: -4.5389 -0.5602 1.3038  -0.136
C: -5.8258 -0.7765 0.8150  -0.094
C: -6.5810 0.2919 0.3435  -0.097
C: -6.0524 1.5781 0.3733  -0.087
C: -4.7662 1.7907 0.8602  -0.107
C: -1.5298 2.6969 1.0749  -0.251
C: -1.0726 3.7199 1.8636  -0.098
C: -0.4991 4.8921 1.3086  -0.069
C: -0.3614 5.0126 -0.0397  -0.034
C: -0.8164 3.9828 -0.9058  -0.158
C: -0.6764 4.0933 -2.3147  -0.032
C: -1.1371 3.1140 -3.1470  -0.086
C: -1.7681 1.9700 -2.6043  -0.071
C: -1.9018 1.8319 -1.2509  -0.052
C: -1.4249 2.8256 -0.3511  -0.174
H: -3.0197 2.3471 3.9799  0.033
H: -1.3590 1.7685 4.3096  0.021
H: -2.7222 0.6389 4.4021  0.024
H: -3.9558 -1.3995 1.6649  0.039
H: -6.2412 -1.7808 0.8041  0.101
H: -7.5798 0.1229 -0.0462  0.099
H: -6.6410 2.4157 0.0133  0.101
H: -4.3573 2.7987 0.8669  0.103
H: -1.1373 3.6389 2.9438  0.085
H: -0.1589 5.6865 1.9650  0.103
H: 0.0983 5.8958 -0.4723  0.112
H: -0.1884 4.9747 -2.7229  0.113
H: -1.0086 3.2115 -4.2210  0.102
H: -2.1497 1.1973 -3.2655  0.089
H: -2.3838 0.9538 -0.8465  0.071
C: -3.7374 -3.4901 -5.6013  -0.043
C: -2.4749 -2.6623 -5.5422  -0.271
C: -1.2169 -3.2675 -5.5482  -0.038
C: -0.0582 -2.5107 -5.4763  -0.052
C: -0.1616 -1.1271 -5.3969  -0.297
C: -1.4004 -0.4969 -5.4034  -0.052
C: -2.5493 -1.2705 -5.4770  -0.033
S: 1.2970 -0.1528 -5.2384  0.628
O: 0.8685 1.1956 -4.9961  -0.287
O: 2.2251 -0.4378 -6.2937  -0.281
N: 1.9187 -0.8587 -3.8929  -0.131
C: 1.1577 -0.7157 -2.6296  -0.212
C: 1.4358 0.5218 -1.7862  -0.065
C: 0.7239 0.4020 -0.4674  -0.655
O: 1.0824 1.0634 0.5074  0.014
O: -0.2338 -0.4910 -0.3899  -0.243
H: -3.5147 -4.5528 -5.7121  0.077
H: -4.3642 -3.1833 -6.4421  0.086
H: -4.3298 -3.3598 -4.6912  0.079
H: -1.1475 -4.3491 -5.6162  0.113
H: 0.9205 -2.9795 -5.4809  0.121
H: -1.4454 0.5858 -5.3446  0.105
H: -3.5228 -0.7873 -5.4800  0.124
H: 2.9131 -0.6404 -3.8316  0.121
H: 1.3624 -1.5957 -2.0251  0.089
H: 0.0958 -0.7502 -2.8785  0.110
H: 1.0961 1.4308 -2.2884  0.118
H: 2.5033 0.6337 -1.5870  0.133

The calculation puts the energy relative to the best compared isomer or geometry (same formula, charge and spin) at 32.7 kJ/mol. As for the spin multiplicity: 4. Its frontier orbital gap (alpha / beta) is 6.7 / 6.9 eV. As for the charge: 0. As for the LUMO energy (alpha / beta): -0.08 / -1.12 eV.

---

Question: Which value of energy relative to the best compared isomer or geometry (same formula, charge and spin) does entry 1 give?
Answer: 68.2 kJ/mol